Record 1
{"formula": "C6H8EuLiO6", "method": "wB97M-V/def2-TZVPD", "gap_ev": [7.9, 8.0], "multiplicity": 8, "total_charge": 1, "species": ["O", "C", "C", "O", "O", "C", "H", "H", "H", "H", "O", "C", "C", "O", "O", "C", "H", "H", "H", "H", "Li", "Eu"], "xyz": [[-1.4729, 0.3444, -2.3167], [-1.1506, -0.6091, -1.4770], [-0.3548, 1.0395, -2.9013], [-2.0263, -1.2988, -0.9201], [0.1024, -0.8212, -1.3271], [0.3603, 1.7334, -1.7583], [-0.7744, 1.7735, -3.5957], [0.3372, 0.3507, -3.3977], [-0.3033, 2.5511, -1.4464], [1.2434, 2.2075, -2.2050], [0.8729, 0.5656, 1.6362], [0.2684, 1.4697, 0.8299], [0.1004, -0.0778, 2.6594], [1.0148, 1.5648, -0.2148], [0.3950, -2.0309, 1.2838], [0.4230, -1.5652, 2.5959], [-0.9618, 0.1076, 2.4494], [0.3663, 0.3479, 3.6360], [-0.2879, -2.0950, 3.2531], [1.4388, -1.7392, 2.9939], [1.4211, -0.8108, 0.1843], [-1.0120, -3.0074, 0.0381]], "forces_ev_per_a": [[-1.11, 0.26, -0.96], [2.16, -0.26, -0.32], [0.36, -2.43, 1.96], [-1.42, 0.93, -0.40], [-0.33, -0.87, 0.47], [0.75, 5.20, 1.23], [0.28, 0.15, 0.45], [-0.51, -0.01, -0.16], [0.17, -0.20, -0.12], [-0.07, -0.18, 0.44], [0.79, 0.11, -0.66], [-1.98, -0.52, 0.32], [-0.53, 0.38, 0.44], [0.82, -2.02, -3.04], [0.47, 0.29, 0.24], [0.78, 0.16, 0.59], [0.26, 0.03, 0.06], [-0.10, -0.12, -0.24], [0.15, 0.10, -0.07], [-0.34, 0.09, 0.17], [-0.48, 0.32, -0.06], [-0.13, -1.41, -0.36]], "mulliken_charge": [-0.336, 0.976, -0.345, -0.749, -0.815, -0.426, 0.346, 0.274, 0.426, 0.355, -0.244, -0.337, -0.304, -0.132, -0.803, -0.548, 0.369, 0.335, 0.319, 0.302, 0.850, 1.488]}


Record 2
{"formula": "C46H41Cl2CoO2P2S", "method": "wB97M-V/def2-TZVPD", "gap_ev": [7.7, 8.4], "multiplicity": 2, "total_charge": 1, "species": ["Co", "O", "C", "C", "C", "C", "C", "C", "C", "P", "C", "C", "C", "C", "C", "C", "C", "C", "C", "C", "C", "C", "H", "H", "H", "H", "H", "H", "H", "H", "H", "H", "H", "H", "H", "H", "C", "C", "C", "C", "C", "C", "P", "C", "C", "C", "C", "C", "C", "C", "C", "C", "C", "C", "C", "H", "H", "H", "H", "H", "H", "H", "H", "H", "H", "H", "H", "H", "H", "H", "C", "C", "C", "C", "C", "C", "C", "S", "C", "O", "H", "H", "H", "H", "H", "H", "H", "H", "H", "H", "Cl", "C", "Cl", "H", "H"], "xyz": [[-0.6659, -0.1456, -0.9147], [1.3178, -0.0186, -1.8216], [1.1454, -0.2610, -0.6507], [1.8866, -0.7606, 0.5386], [3.2591, -0.6789, 0.6788], [3.8376, -1.0158, 1.8985], [3.0265, -1.4206, 2.9484], [1.6421, -1.4861, 2.7981], [1.0588, -1.1592, 1.5829], [-0.7602, -0.9829, 1.2229], [-1.4293, -2.6749, 1.3524], [-0.6825, -3.7828, 1.7351], [-1.2814, -5.0347, 1.8385], [-2.6283, -5.1849, 1.5539], [-3.3847, -4.0785, 1.1783], [-2.7883, -2.8324, 1.0795], [-1.4682, -0.2382, 2.7375], [-1.6243, -0.9502, 3.9295], [-2.0533, -0.3037, 5.0787], [-2.3472, 1.0561, 5.0479], [-2.2343, 1.7613, 3.8602], [-1.7959, 1.1153, 2.7124], [3.8599, -0.3351, -0.1547], [4.9084, -0.9406, 2.0358], [3.4704, -1.6649, 3.9056], [1.0233, -1.7785, 3.6381], [0.3725, -3.6741, 1.9585], [-0.6927, -5.8913, 2.1420], [-3.0926, -6.1600, 1.6243], [-4.4414, -4.1904, 0.9705], [-3.3820, -1.9671, 0.8035], [-1.4308, -2.0168, 3.9597], [-2.1620, -0.8621, 5.9996], [-2.6764, 1.5594, 5.9479], [-2.4867, 2.8139, 3.8238], [-1.7216, 1.6677, 1.7835], [1.3098, 3.8726, -4.7769], [-0.0728, 3.8607, -4.6985], [-0.7064, 3.3978, -3.5505], [0.0352, 2.9459, -2.4634], [1.4283, 2.9527, -2.5580], [2.0600, 3.4145, -3.7010], [-0.7123, 2.2754, -0.9198], [0.3178, 3.1664, 0.3073], [0.8871, 2.4985, 1.3834], [1.7044, 3.1670, 2.2913], [1.9615, 4.5162, 2.1199], [1.3922, 5.2003, 1.0482], [0.5775, 4.5319, 0.1521], [-2.3315, 3.1105, -0.7576], [-2.6291, 3.9397, 0.3238], [-3.8890, 4.5115, 0.4525], [-4.8684, 4.2683, -0.4981], [-4.5920, 3.4273, -1.5682], [-3.3407, 2.8385, -1.6847], [1.8022, 4.2406, -5.6677], [-0.6684, 4.2177, -5.5290], [-1.7854, 3.4168, -3.5134], [2.0300, 2.6043, -1.7275], [3.1416, 3.4228, -3.7496], [0.6947, 1.4445, 1.5229], [2.1374, 2.6279, 3.1249], [2.6047, 5.0399, 2.8158], [1.5903, 6.2557, 0.9117], [0.1366, 5.0716, -0.6783], [-1.8746, 4.1517, 1.0706], [-4.1008, 5.1544, 1.2976], [-5.8454, 4.7243, -0.4028], [-5.3517, 3.2214, -2.3113], [-3.1543, 2.1568, -2.5069], [6.1800, -3.3635, -1.1202], [4.6858, -3.4575, -1.2784], [3.9428, -4.3238, -0.4829], [2.5657, -4.4157, -0.6251], [1.9259, -3.6370, -1.5774], [2.6448, -2.7554, -2.3779], [4.0176, -2.6753, -2.2237], [0.1577, -3.7230, -1.6560], [-0.0474, -4.2271, -3.3517], [-0.3444, -2.3018, -1.6215], [6.4775, -3.5231, -0.0838], [6.5525, -2.3918, -1.4427], [6.6778, -4.1247, -1.7241], [4.4473, -4.9289, 0.2610], [1.9908, -5.0850, 0.0053], [2.1339, -2.1126, -3.0835], [4.5836, -1.9917, -2.8461], [0.5502, -3.5913, -4.0029], [-1.1081, -4.1143, -3.5721], [0.2481, -5.2726, -3.4424], [-2.7651, -0.7037, -1.9753], [-4.4108, -0.2112, -1.4786], [-5.3789, 0.2447, -2.8687], [-4.3280, 0.6319, -0.8027], [-4.8665, -1.0748, -1.0108]], "forces_ev_per_a": [[0.23, 0.04, 1.32], [1.44, -0.10, 0.13], [-1.42, -0.19, -0.14], [-0.12, 0.60, -0.85], [0.46, -0.11, 0.04], [-0.12, 0.05, -0.26], [-0.15, -0.03, 0.08], [0.00, -0.16, 0.07], [-0.46, 0.25, 0.25], [0.04, -0.35, -0.06], [0.08, -0.03, 0.05], [0.05, -0.01, -0.01], [0.01, 0.05, -0.04], [-0.02, 0.03, -0.02], [0.02, 0.01, 0.01], [0.02, -0.06, 0.01], [0.20, 0.18, -0.07], [0.01, -0.03, -0.02], [0.00, 0.04, -0.05], [0.01, -0.07, 0.00], [-0.01, -0.01, -0.02], [-0.09, -0.02, -0.05], [0.01, -0.01, 0.04], [-0.01, -0.01, -0.02], [-0.02, -0.01, -0.02], [0.03, 0.03, 0.01], [-0.02, -0.03, -0.02], [0.00, 0.02, -0.01], [-0.01, 0.02, 0.02], [0.02, 0.00, -0.01], [0.00, -0.02, 0.00], [0.04, 0.03, -0.02], [-0.01, 0.01, -0.02], [-0.01, -0.02, -0.01], [0.01, -0.02, -0.01], [0.00, 0.00, 0.02], [0.01, -0.01, 0.03], [-0.02, -0.03, 0.03], [0.00, 0.05, -0.01], [-0.08, -0.01, -0.04], [0.03, -0.04, 0.01], [-0.03, 0.00, 0.00], [0.19, 0.13, -0.08], [0.04, -0.03, 0.01], [0.04, 0.00, 0.01], [-0.04, -0.03, -0.05], [-0.02, 0.01, -0.03], [0.00, -0.03, 0.03], [-0.04, 0.01, -0.02], [-0.07, -0.07, 0.05], [-0.01, 0.04, -0.01], [0.03, -0.04, -0.01], [0.01, -0.02, 0.00], [0.03, 0.01, 0.01], [-0.02, 0.03, 0.01], [-0.01, -0.01, 0.01], [0.01, 0.00, 0.02], [0.00, 0.03, 0.00], [0.00, 0.02, 0.00], [-0.02, -0.01, 0.00], [0.03, 0.00, 0.01], [-0.01, 0.00, -0.02], [-0.02, 0.00, -0.01], [-0.01, -0.01, 0.00], [0.04, -0.01, -0.02], [-0.01, 0.01, -0.01], [0.01, 0.00, -0.01], [0.02, 0.00, -0.01], [0.01, 0.00, 0.02], [0.00, 0.02, 0.00], [-0.06, -0.02, -0.02], [0.03, 0.07, 0.02], [0.01, -0.02, 0.01], [0.05, 0.00, 0.02], [0.11, 0.00, 0.00], [0.03, -0.05, 0.04], [-0.02, -0.03, -0.01], [-0.19, 0.18, 0.29], [0.00, 0.00, -0.16], [-0.12, -0.03, -0.14], [-0.01, 0.00, -0.01], [0.00, -0.01, 0.00], [0.00, 0.00, -0.01], [-0.01, 0.01, 0.00], [0.00, 0.02, -0.02], [0.01, -0.02, -0.01], [-0.01, 0.01, 0.02], [-0.05, -0.02, -0.02], [0.02, -0.04, -0.02], [0.03, 0.04, -0.01], [-0.13, -0.17, -0.35], [0.00, 0.04, 0.13], [-0.02, -0.02, -0.04], [0.03, 0.01, 0.02], [0.01, -0.02, 0.04]], "mulliken_charge": [-0.282, -0.572, 0.504, 0.230, -0.686, -1.132, -0.940, -0.249, -0.033, 2.225, 0.592, 0.240, -0.722, -0.718, -0.723, -0.811, 0.596, -0.704, -0.769, -0.665, -0.799, -0.225, 0.651, 0.529, 0.492, 0.512, 0.353, 0.446, 0.396, 0.425, 0.370, 0.385, 0.438, 0.404, 0.502, 0.341, -0.634, -0.754, -0.541, 0.721, -0.190, -0.933, 1.848, -0.393, -0.095, -1.166, -0.639, -0.832, -0.154, 1.170, -0.434, -0.880, -0.724, -1.229, -1.219, 0.411, 0.447, 0.343, 0.323, 0.429, 0.498, 0.516, 0.424, 0.453, 0.536, 0.386, 0.461, 0.416, 0.449, 1.170, -1.742, 0.849, -0.646, -0.505, 0.565, -0.240, -0.944, 0.335, -1.166, -0.497, 0.400, 0.386, 0.374, 0.413, 0.456, 0.286, 0.397, 0.344, 0.456, 0.388, 0.022, -0.107, -0.143, 0.089, 0.447]}


Record 3
{"formula": "C32H28N7O4SSr", "method": "wB97M-V/def2-TZVPD", "gap_ev": 6.1, "total_charge": -1, "species": ["Sr", "O", "C", "C", "C", "C", "C", "C", "C", "N", "N", "C", "O", "C", "C", "C", "C", "C", "C", "H", "H", "H", "H", "H", "H", "H", "H", "H", "H", "N", "C", "C", "C", "C", "C", "N", "C", "C", "C", "C", "C", "N", "H", "H", "H", "H", "H", "H", "H", "H", "H", "C", "O", "C", "O", "H", "H", "H", "N", "C", "S", "C", "C", "C", "N", "C", "C", "H", "H", "H", "H", "H", "H"], "xyz": [[-0.0169, 0.1804, -0.3382], [0.1825, 0.3639, -2.7220], [-0.0554, 1.1316, -3.7257], [0.1472, 0.6663, -5.0549], [-0.0810, 1.4608, -6.1546], [-0.5320, 2.7724, -6.0121], [-0.7464, 3.2520, -4.7350], [-0.5285, 2.4756, -3.5910], [-0.7713, 3.1305, -2.3208], [-0.6339, 2.6281, -1.1560], [-0.9010, 3.5400, -0.1278], [-0.3740, 3.1364, 0.9979], [0.3285, 2.0923, 1.1998], [-0.6618, 4.0192, 2.1863], [-1.4965, 5.1319, 2.1021], [-1.7528, 5.9025, 3.2240], [-1.1793, 5.5746, 4.4468], [-0.3472, 4.4688, 4.5378], [-0.0910, 3.6952, 3.4132], [0.4847, -0.3574, -5.1717], [0.0898, 1.0558, -7.1471], [-0.7101, 3.3982, -6.8772], [-1.0974, 4.2703, -4.5969], [-1.0789, 4.1796, -2.3795], [-1.9349, 5.3707, 1.1429], [-2.4049, 6.7648, 3.1472], [-1.3813, 6.1792, 5.3233], [0.1038, 4.2073, 5.4884], [0.5492, 2.8233, 3.4580], [1.7193, -1.5438, 3.0275], [2.6217, -1.3138, 2.0010], [3.8181, -2.0548, 2.0054], [4.7515, -1.8039, 1.0288], [4.4909, -0.8299, 0.0674], [3.2781, -0.1798, 0.1358], [2.3518, -0.4116, 1.0703], [0.5601, -0.8103, 3.3424], [0.3397, -0.4727, 4.6805], [-0.8289, 0.1894, 5.0034], [-1.7275, 0.5002, 3.9937], [-1.4110, 0.1289, 2.7014], [-0.2951, -0.5262, 2.3763], [2.1207, -2.0220, 3.8158], [3.9895, -2.8064, 2.7658], [5.6794, -2.3617, 1.0111], [5.1966, -0.5980, -0.7166], [3.0215, 0.5756, -0.6019], [1.0809, -0.7081, 5.4336], [-1.0275, 0.4751, 6.0287], [-2.6455, 1.0335, 4.1945], [-2.0965, 0.3340, 1.8854], [-4.4627, -1.8814, 0.4653], [-3.3559, -1.0153, 0.2460], [-2.1148, -1.6453, -0.0914], [-2.1464, -2.8659, -0.1217], [-5.3158, -1.2425, 0.6928], [-4.2760, -2.5641, 1.2989], [-4.6759, -2.4883, -0.4176], [-0.8133, -6.2696, -2.9804], [0.4122, -5.8175, -3.2838], [1.4400, -6.5928, -4.3078], [0.7623, -4.5503, -2.5777], [0.3930, -4.3649, -1.2556], [0.6387, -3.1308, -0.6744], [1.1887, -2.1200, -1.3305], [1.5613, -2.3052, -2.5990], [1.3930, -3.5102, -3.2557], [-1.1392, -7.1077, -3.4306], [-1.4607, -5.6961, -2.4628], [-0.1006, -5.1341, -0.6792], [0.3240, -2.9393, 0.3491], [1.9577, -1.4350, -3.1053], [1.6936, -3.6317, -4.2863]], "forces_ev_per_a": [[-0.04, 0.08, -0.07], [0.13, 0.07, -0.07], [-0.03, -0.03, 0.07], [0.00, 0.02, 0.04], [0.03, -0.11, -0.07], [-0.03, 0.13, 0.00], [0.00, -0.06, -0.03], [0.01, -0.05, -0.17], [-0.01, 0.15, 0.00], [0.00, 0.01, 0.16], [-0.02, -0.04, -0.15], [-0.05, 0.03, 0.14], [-0.03, 0.06, 0.10], [0.08, -0.06, 0.02], [0.02, -0.03, -0.05], [-0.02, 0.04, 0.02], [-0.01, 0.02, 0.04], [0.02, -0.03, 0.00], [-0.02, 0.01, -0.02], [0.01, 0.00, 0.01], [0.00, 0.00, 0.00], [0.00, 0.00, 0.00], [0.00, 0.00, 0.00], [0.00, 0.00, 0.01], [0.00, 0.00, 0.00], [0.00, 0.00, 0.00], [0.00, 0.00, 0.00], [0.00, 0.00, 0.00], [0.00, 0.00, 0.00], [-0.04, -0.01, 0.05], [0.09, -0.02, -0.03], [-0.05, 0.06, -0.02], [-0.01, 0.02, -0.02], [-0.01, -0.01, 0.01], [0.04, 0.03, -0.04], [-0.03, -0.05, -0.01], [0.03, 0.01, 0.03], [-0.06, 0.03, -0.07], [0.03, -0.03, -0.03], [-0.02, 0.05, 0.04], [-0.02, -0.02, -0.01], [0.07, -0.07, 0.03], [0.00, 0.00, -0.01], [-0.01, 0.00, 0.00], [0.00, 0.00, 0.00], [0.00, 0.00, 0.00], [0.00, -0.01, -0.01], [0.01, -0.01, 0.00], [0.00, 0.00, 0.00], [0.00, 0.00, 0.00], [0.00, -0.01, 0.01], [0.08, 0.05, 0.04], [0.03, -0.16, -0.06], [0.02, 0.20, 0.05], [-0.22, -0.14, -0.02], [-0.02, -0.02, 0.00], [-0.02, 0.00, -0.01], [-0.01, 0.01, 0.00], [0.05, -0.03, -0.09], [-0.03, 0.13, 0.23], [0.03, -0.07, -0.08], [-0.05, -0.10, -0.10], [0.04, 0.06, -0.03], [0.01, -0.02, 0.20], [0.07, 0.13, 0.12], [-0.08, -0.17, -0.05], [-0.01, 0.09, 0.06], [-0.02, 0.00, 0.00], [0.01, 0.01, 0.01], [-0.02, -0.02, -0.02], [0.07, -0.05, -0.13], [0.01, -0.01, -0.01], [0.00, -0.02, -0.01]], "mulliken_charge": [1.789, -0.151, -0.039, -0.672, -0.407, -0.713, -0.686, 0.921, -1.015, 0.414, -0.814, 0.072, -0.761, 0.442, -0.261, -0.564, -0.353, -0.676, -0.279, 0.354, 0.371, 0.361, 0.301, 0.181, 0.438, 0.366, 0.366, 0.394, 0.341, -0.074, 0.412, -0.875, -0.355, -0.936, -0.376, 0.195, 0.495, -1.070, -0.444, -1.145, -0.010, 0.536, 0.297, 0.376, 0.392, 0.446, 0.558, 0.387, 0.411, 0.419, 0.504, -0.768, -0.148, -0.125, -0.558, 0.217, 0.261, 0.264, -0.339, -0.121, -0.378, 0.780, -0.998, -0.058, 0.416, -0.747, -0.798, 0.209, 0.211, 0.493, 0.398, 0.513, 0.418]}


Here are the calculated E_tot numbers, same order: -1402.4982; -5311.8257; -2349.5657 (Eh).